(1)
This record from the OMol25 dataset describes C43H49F2N4O7SbTa as an isolated structure at a distorted geometry. The level of theory is ωB97M-V/def2-TZVPD.

Structure (XYZ):
```
107
Properties=species:S:1:pos:R:3:forces:R:3
Ta 12.058150 12.096567 9.444573 0.6 -0.2 -0.3
C 11.157011 19.661816 10.870908 0.4 0.5 0.2
O 11.373301 18.548457 10.023185 -0.2 -0.6 0.5
C 11.161920 17.342443 10.612266 0.2 0.6 -0.9
C 10.508418 17.089819 11.814005 -0.3 -0.6 0.6
C 10.340246 15.777954 12.241409 1.2 0.3 -1.3
C 10.857077 14.670588 11.505278 -0.9 0.5 0.5
C 10.761566 13.318513 12.026855 1.6 1.2 0.1
C 9.999438 12.991718 13.258621 0.3 -1.5 0.3
O 11.492062 12.426092 11.530874 -0.5 -0.3 -0.2
C 11.487446 14.977453 10.273856 -0.2 0.1 0.1
O 11.914870 14.020565 9.450067 0.0 -0.5 0.1
C 11.626374 16.289380 9.860833 0.3 -0.7 -1.1
H 11.487572 20.588688 10.383863 -0.2 -0.5 -0.2
H 11.774295 19.524766 11.749798 0.0 0.2 0.4
H 10.114856 19.732144 11.149071 -0.3 0.2 0.1
H 10.115248 17.876880 12.422489 -0.1 0.3 0.2
H 9.925683 15.637686 13.203001 -0.6 -0.3 0.7
H 10.608623 12.969648 14.208463 -0.4 0.0 -1.2
H 9.578870 11.980298 13.068577 0.3 0.5 0.4
H 9.179662 13.648295 13.394185 -0.7 0.7 0.2
H 12.028014 16.502230 8.862216 0.0 -0.2 0.5
C 14.601395 7.316801 12.056926 -1.6 1.2 -0.7
C 14.057096 8.341546 12.849935 1.3 -0.3 0.2
C 13.234668 9.299974 12.273220 -0.8 -0.4 0.1
C 12.812497 9.126244 10.951381 0.6 0.2 0.4
C 13.316926 8.126712 10.151874 0.1 -0.7 -0.4
C 14.221872 7.228139 10.717208 0.3 -0.4 0.1
N 11.793351 10.001840 10.445564 -1.0 -0.2 0.0
N 10.651360 9.479726 10.522717 0.5 0.5 0.0
C 9.623941 10.337463 10.141412 -0.8 1.6 -0.2
C 8.294395 9.990111 10.425211 0.3 -0.8 0.2
C 7.263026 10.880678 10.234447 0.9 1.1 -0.4
C 7.583667 12.167641 9.757407 0.5 -0.5 0.6
C 8.899633 12.574715 9.530155 -0.3 -0.8 0.2
C 9.937615 11.639628 9.662548 0.0 -0.1 0.4
H 15.183142 6.544291 12.474993 0.8 -0.6 0.5
H 14.396537 8.362921 13.903198 -0.6 0.3 -0.6
H 12.722038 10.053857 12.868878 0.3 0.0 -0.1
H 12.947911 8.002662 9.121229 0.3 0.1 0.6
H 14.620702 6.386013 10.148801 -0.2 0.3 -0.1
H 8.089405 9.007974 10.836877 0.1 0.0 0.0
H 6.261831 10.635979 10.514589 -0.5 -0.2 -0.1
H 6.838189 12.915992 9.624439 -0.7 0.3 0.0
H 9.041812 13.625634 9.277750 0.3 -0.4 -0.2
F 5.791601 11.572369 6.086309 -0.1 0.3 -0.1
C 7.115794 11.672999 6.336805 -0.4 0.6 -0.2
C 7.728452 10.505495 6.753494 0.2 0.9 -0.4
C 9.066670 10.618281 7.040149 1.4 0.5 -0.1
C 9.807528 11.788283 6.858487 -1.1 1.6 0.5
C 11.249468 11.954854 7.299642 -0.4 -1.2 -1.0
C 9.112303 12.951933 6.432911 -0.6 -1.6 0.2
C 7.743670 12.923137 6.174160 0.1 -1.4 0.0
H 7.159520 9.592954 6.790204 0.0 -0.1 0.2
H 9.671666 9.862778 7.479692 -0.1 -1.2 0.0
H 11.536892 12.825190 6.694881 0.8 -0.1 0.5
H 11.762524 11.034190 6.874894 -0.2 1.0 0.5
H 9.624524 13.867172 6.332585 0.7 1.0 -0.1
H 7.190835 13.774792 5.784895 0.1 -0.2 0.2
C 13.847415 14.505993 13.492688 0.8 -1.1 1.1
C 14.909765 13.420382 13.210818 0.2 -0.2 0.1
C 14.827997 12.230307 14.184650 -0.5 -1.1 -1.6
Sb 14.864939 12.646815 11.157145 0.6 0.4 0.1
C 16.463276 11.190554 11.357628 -1.1 -1.4 0.1
C 17.778790 11.562713 11.994071 0.2 0.2 -1.3
C 16.638385 10.297308 10.123300 0.1 -0.1 0.1
C 15.889108 14.246706 10.055127 -0.2 0.5 1.1
C 16.856119 13.767310 9.004390 0.3 0.1 0.0
C 16.580073 15.316854 10.958518 -0.8 -1.3 0.5
H 14.106631 14.896426 14.493513 -0.3 0.1 -0.3
H 12.868899 14.029139 13.594804 -0.1 0.3 -0.3
H 13.871318 15.322523 12.789575 -0.3 0.2 -0.3
H 15.901379 13.859410 13.357491 -0.1 0.1 -0.3
H 13.968859 11.568810 13.918855 0.3 0.6 0.4
H 14.760200 12.499435 15.210567 -0.2 0.5 0.9
H 15.687660 11.550331 14.105280 0.0 0.4 -0.1
H 15.960056 10.494291 12.070330 0.2 0.5 -0.2
H 18.467987 12.043567 11.280827 -0.2 -0.1 0.2
H 18.231990 10.640080 12.332268 0.3 -0.1 0.2
H 17.632675 12.218589 12.811180 0.1 0.7 1.0
H 17.017072 10.793599 9.225628 0.1 0.1 0.1
H 15.728642 9.782352 9.874250 -0.8 0.1 -0.3
H 17.287390 9.454006 10.369622 0.5 0.2 0.0
H 15.009066 14.676505 9.578501 0.1 0.3 -0.3
H 17.699782 13.164403 9.329192 0.1 0.2 0.6
H 17.258125 14.685778 8.582762 0.2 -0.1 -0.6
H 16.404575 13.149189 8.255382 -0.5 0.0 -0.7
H 17.325560 14.794452 11.565666 0.2 0.3 -0.1
H 15.878521 15.775037 11.656404 -0.1 0.0 0.0
H 17.041897 16.129025 10.421378 0.2 0.1 -0.5
F 18.060716 7.514022 6.669707 -0.6 0.2 -0.2
C 16.755202 7.830860 6.556845 0.9 1.3 0.6
C 16.352750 9.112276 6.666986 1.4 -1.4 -0.2
N 15.062627 9.514474 6.635896 -0.6 0.6 0.5
C 14.765363 10.935543 6.655253 -0.7 -0.6 0.1
C 14.049088 11.472467 7.868362 -0.5 -0.9 1.0
O 13.842772 12.683563 8.021026 -0.1 0.5 -0.3
O 13.456517 10.684419 8.721102 0.7 0.3 -1.0
C 14.046917 8.589410 6.541428 -0.1 -0.2 -0.8
O 12.872733 8.895081 6.459274 0.3 -0.1 0.3
N 14.496541 7.286374 6.420011 1.2 1.5 0.5
C 15.819648 6.770547 6.417656 -1.0 -0.5 -0.2
O 16.066663 5.604035 6.283410 -0.2 -0.2 0.1
H 17.111219 9.853373 6.723358 0.4 0.7 0.2
H 14.014808 11.130841 5.893770 0.0 0.1 -0.5
H 15.673405 11.465491 6.430316 0.2 0.5 0.0
H 13.747149 6.677280 6.347655 -1.4 -1.8 -0.3
```
Forces are in eV/Å.

Calculated values
F_max = 2.3 eV/A
total charge = +1
HOMO energy = -10.2 eV
lowest unoccupied orbital energy = -3.71 eV
gap between HOMO and LUMO = 6.51 eV
ΔE to the lowest compared entry with this formula, charge and spin = 13.2 kJ/mol


(2)
This record from the OMol25 dataset describes a 3-piece molecular cluster, C2H9OS overall at a distorted geometry. The level of theory is ωB97M-V/def2-TZVPD.

Structure (XYZ):
```
13
Properties=species:S:1:pos:R:3:forces:R:3
O 3.328209 0.350622 3.355309 0.0 -0.4 0.3
H 3.701774 0.660984 2.532540 0.0 -0.1 0.0
H -26.539327 -6.022270 -3.857804 -0.1 0.0 -0.1
H 3.747761 -0.504812 3.548102 -0.2 0.4 -0.1
C 5.773417 2.366520 -0.256413 -0.3 0.9 1.2
C 4.840362 1.301237 -0.001196 0.2 -1.2 -0.3
S 5.377840 -0.173130 0.666019 1.0 0.6 -0.7
H 5.307783 3.350008 -0.260714 0.0 0.0 -0.1
H 6.607025 2.330128 0.444229 0.3 0.0 -0.1
H 6.200000 2.194544 -1.253904 -0.1 -0.2 -0.2
H -27.021388 -6.258995 -4.372622 0.1 0.0 0.1
H 3.779203 1.383342 -0.232419 0.1 -0.1 -0.6
H 4.897336 -0.978178 -0.311125 -1.0 0.0 0.5
```
Forces are in eV/Å.

Calculated values
F_max = 1.6 eV/A
total charge = +1
HOMO energy = -14.9 eV
lowest unoccupied orbital energy = -7.81 eV
gap between HOMO and LUMO = 7.09 eV
ΔE to the lowest compared entry with this formula, charge and spin = 323.5 kJ/mol


(3)
This record from the OMol25 dataset describes C19H42NOP3SeTi as an isolated structure at a distorted geometry. The level of theory is ωB97M-V/def2-TZVPD.

Structure (XYZ):
```
68
Properties=species:S:1:pos:R:3:forces:R:3
Ti -0.513007 -0.190941 -0.351702 0.1 -0.1 0.1
P 1.449712 0.881343 0.869997 2.0 0.8 1.2
P 1.128708 -0.378256 -2.259163 1.8 -0.3 -2.0
P -1.349375 -0.884630 1.898539 -0.4 -1.0 2.8
H -3.203654 -5.491294 -3.536336 -0.7 0.9 0.6
C -4.088607 -5.053256 -2.996128 -0.3 -0.3 -0.4
C -4.144347 -3.736173 -2.662525 -0.4 -1.7 -0.6
H -3.255425 -3.190805 -2.949955 0.1 0.5 0.0
C 2.843397 -0.176475 1.460029 -0.5 -1.0 -0.3
C 2.276804 2.190801 -0.110608 -0.7 -0.4 -0.4
C 0.955381 1.816838 2.360149 -0.7 -0.2 -0.3
C 0.437647 -1.497778 -3.553053 -0.6 -0.2 0.5
C 1.327481 1.181821 -3.201055 -0.7 0.5 0.4
C 2.906168 -0.841024 -2.174547 0.1 -0.3 0.6
C -2.711259 -2.096357 1.651214 0.0 -0.1 -0.9
C -2.121528 0.563197 2.726854 -0.1 0.5 -0.5
C -0.281984 -1.575667 3.235506 1.0 -0.5 0.1
H -4.830444 -5.895793 -2.882454 0.3 1.6 0.2
H -5.005912 -3.157929 -2.271986 0.6 -0.8 -0.1
H 3.651148 0.396778 1.926045 -0.3 0.4 -0.1
H 3.277439 -0.758359 0.636995 -0.1 0.2 0.1
H 2.481800 -0.903805 2.197754 0.0 0.2 -0.1
H 2.947103 2.777958 0.518304 0.0 -0.2 0.2
H 1.486104 2.844215 -0.487429 0.2 0.2 -0.1
H 2.838420 1.757037 -0.940889 0.0 0.2 0.2
H 1.736758 2.512721 2.671296 0.2 -0.2 -0.2
H 0.722614 1.144860 3.190574 0.1 0.2 -0.2
H 0.072647 2.400425 2.089668 0.0 0.1 0.3
H 1.041850 -1.413416 -4.467019 0.0 0.1 0.3
H -0.595307 -1.211679 -3.801190 0.2 -0.1 0.0
H 0.423651 -2.543047 -3.217686 0.1 0.2 -0.1
H 2.033496 0.990672 -4.035540 -0.5 0.1 0.4
H 1.738764 1.964177 -2.540482 -0.3 -0.3 -0.6
H 0.337206 1.492574 -3.581705 0.6 0.0 -0.1
H 3.304979 -0.799532 -3.209543 -0.3 -0.1 0.5
H 3.063723 -1.848014 -1.746571 0.0 0.4 -0.3
H 3.463851 -0.102261 -1.574382 -0.2 -0.4 -0.3
H -3.296252 -2.273938 2.572604 0.5 0.3 -0.2
H -2.314101 -3.058423 1.279232 -0.1 0.4 0.2
H -3.395942 -1.689186 0.885512 0.1 -0.3 0.3
H -2.828828 0.235369 3.519182 0.4 0.0 -0.5
H -2.669708 1.144311 1.957074 0.1 -0.1 0.6
H -1.333803 1.196820 3.176835 -0.7 -0.4 -0.2
H -0.836692 -1.910152 4.145262 -0.1 0.4 -0.8
H 0.462954 -0.829716 3.587468 -0.5 -0.4 -0.3
H 0.302028 -2.450114 2.863626 -0.6 0.7 0.2
C 0.381401 -4.719274 0.194484 0.1 -0.8 -0.3
C -0.652210 -4.454434 -0.716103 -0.1 -0.5 0.4
C -1.534602 -5.460824 -1.076816 0.7 -0.1 0.2
C -1.283316 -6.775641 -0.645611 -0.1 0.2 -0.1
C -0.220819 -7.037929 0.236291 -0.2 -0.1 -0.4
C 0.651504 -6.024761 0.646235 -0.3 0.7 -0.2
Se 1.584516 -3.296003 0.586490 -0.9 0.9 -1.4
H 0.841017 -2.631135 -0.604016 1.1 0.1 0.8
H -0.737090 -3.499286 -1.246923 -0.1 0.1 0.3
H -2.349014 -5.140703 -1.716045 0.2 -0.7 0.1
H -1.886174 -7.592837 -1.067193 0.2 0.4 0.5
H -0.060190 -8.058108 0.585270 0.1 0.3 -0.2
H 1.555885 -6.242978 1.224650 -0.6 0.0 0.0
C -2.070006 3.527058 -0.982948 -0.1 0.1 -0.3
C -2.088735 2.153797 -1.602553 -1.0 1.5 -2.0
N -2.575387 1.871716 -2.817010 0.1 0.6 2.3
O -1.607521 1.171680 -0.947731 1.2 -2.0 1.2
H -3.131331 3.849211 -0.915712 0.5 0.0 0.1
H -1.561187 4.225554 -1.681794 -0.3 -0.2 0.4
H -1.587516 3.582336 0.025691 -0.5 -0.3 -1.0
H -2.822655 0.890826 -2.979472 0.1 0.6 -0.5
H -3.062133 2.618855 -3.315944 0.0 -0.3 -0.2
```
Forces are in eV/Å.

Calculated values
F_max = 3.0 eV/A
total charge = +4
HOMO energy (alpha / beta) = -18.6 / -18.6 eV
lowest unoccupied orbital energy (alpha / beta) = -15.13 / -15.11 eV
gap between HOMO and LUMO (alpha / beta) = 3.52 / 3.54 eV


(4)
This record from the OMol25 dataset describes C6H5BrClN as an isolated structure at a distorted geometry. The level of theory is ωB97M-V/def2-TZVPD.

Structure (XYZ):
```
14
Properties=species:S:1:pos:R:3:forces:R:3
C 0.944229 -0.347271 -0.499740 0.5 0.0 1.0
C 0.241220 0.752534 -0.887278 -1.2 0.1 -1.2
C 0.498008 -1.023041 0.621268 0.6 -3.2 0.6
C -1.005510 1.108462 -0.371704 0.5 1.3 -0.7
C -0.654846 -0.563764 1.234802 0.0 -2.3 3.3
C -1.319423 0.512384 0.770988 -0.9 -0.7 0.9
N 1.303194 1.177168 3.172454 1.2 -1.4 -0.8
Cl 1.977006 1.786537 1.744326 -0.3 0.4 0.5
Br 0.246484 2.256461 4.098033 -0.8 1.2 0.4
H 1.887979 -0.528449 -0.968192 0.3 -0.5 -0.3
H 0.522503 1.228142 -1.779483 0.6 0.8 -1.0
H 0.940120 -2.084437 1.010604 -0.8 3.0 -1.0
H -1.639913 1.860568 -0.810355 0.2 0.3 -0.2
H -0.948704 -1.132227 2.191228 0.1 1.1 -1.5
```
Forces are in eV/Å.

Calculated values
F_max = 4.0 eV/A
HOMO energy (alpha / beta) = -9.1 / -9.3 eV
lowest unoccupied orbital energy (alpha / beta) = -1.24 / -0.42 eV
gap between HOMO and LUMO (alpha / beta) = 7.89 / 8.85 eV
ΔE to the lowest compared entry with this formula, charge and spin = 343.1 kJ/mol